{
  "formula": "C6H10O",
  "method": "the ωB97M-V functional and the def2-TZVPD basis",
  "homo_energy_ev": -6.502,
  "fmax_ev_per_a": 1.830,
  "elements": ["O", "C", "C", "C", "C", "C", "C", "H", "H", "H", "H", "H", "H", "H", "H", "H", "H"],
  "coordinates": [[-0.435014, 1.106321, 0.706261], [-1.782098, 1.049616, 0.286847], [-1.894548, -0.121921, -0.598966], [-0.641192, -0.722455, -0.745212], [0.039744, -0.291039, 0.655690], [1.371041, -0.660982, 0.630771], [2.319286, 0.101459, -0.204990], [-2.380251, 1.075076, 1.211655], [-2.852612, -0.502027, -0.921718], [-1.940415, 2.009640, -0.195439], [-0.649862, -1.818185, -0.815793], [-0.042287, -0.213123, -1.513051], [-0.567750, -0.737736, 1.443046], [1.751337, -1.217987, 1.476365], [3.303571, -0.339892, -0.192460], [2.365224, 1.164767, 0.050927], [2.035828, 0.118470, -1.273927]],
  "forces_ev_per_angstrom": [[1.3285, -0.1646, -0.8885], [0.4782, 0.9093, 0.6167], [-0.9336, 0.1884, 0.2820], [-0.4778, -0.4223, -0.9877], [-1.3149, 0.3769, 1.2160], [0.6006, 1.1409, 0.8826], [-0.0033, -0.2700, -0.8175], [-0.6788, -0.4965, -0.3979], [-0.0206, -0.3956, 0.3776], [-0.2834, 0.2944, -0.2915], [0.0336, 0.2072, -0.7345], [0.7054, -0.1633, 0.3960], [0.3778, -0.7368, 0.0897], [-0.0086, -0.3479, -0.1880], [0.4245, 0.0369, 0.1827], [0.0453, -0.0454, 0.1951], [-0.2728, -0.1117, 0.0672]],
  "mulliken_charge": [-0.435, -0.482, -0.429, -0.337, -0.026, -0.344, -1.067, 0.264, 0.385, 0.288, 0.351, 0.222, 0.369, 0.351, 0.366, 0.231, 0.294]
}